# 1
The following is a quantum chemistry calculation of a single C20H16N4O molecule, from OMol25.

The geometry in ORCA input format:
```
! wB97M-V def2-TZVPD RIJCOSX def2/J DEFGRID3
* xyz 0 1
O 2.8521 0.2878 -2.5606
C 3.3008 -0.8002 -1.9109
C 4.5881 -1.2521 -2.2032
C 5.1067 -2.3612 -1.5708
C 4.3506 -3.0459 -0.6276
C 3.0792 -2.6103 -0.3280
C 2.5301 -1.4891 -0.9556
C 1.1742 -1.0782 -0.5958
N 0.6577 0.0062 -1.2180
C -0.5769 0.3945 -0.9488
N -0.9322 1.5601 -1.5526
C -1.8989 2.5268 -1.0708
C -1.9631 2.6139 0.4340
C -0.8207 2.5154 1.2203
C -0.9435 2.5703 2.5979
C -2.2091 2.7320 3.1407
N -3.2991 2.8512 2.4034
C -3.1764 2.7914 1.0919
C -1.4140 -0.3896 -0.0949
C -2.7943 -0.2338 0.1051
C -3.4532 -1.0032 1.0278
C -2.7627 -1.9624 1.7792
C -1.4322 -2.1871 1.5592
C -0.7331 -1.4314 0.5969
N 0.5504 -1.7456 0.3442
H 1.9327 0.4485 -2.2316
H 5.1596 -0.7073 -2.9387
H 6.1045 -2.6966 -1.8126
H 4.7576 -3.9149 -0.1333
H 2.4699 -3.1222 0.3998
H -0.1709 1.9398 -2.0987
H -1.6067 3.5035 -1.4703
H -2.8955 2.3043 -1.4717
H 0.1521 2.3890 0.7657
H -0.0760 2.4867 3.2334
H -2.3613 2.7716 4.2108
H -4.0993 2.8910 0.5335
H -3.3519 0.4671 -0.4929
H -4.5143 -0.8717 1.1769
H -3.2974 -2.5431 2.5165
H -0.8871 -2.9525 2.0882
*
```

Calculated values
Energy above the lowest of the compared OMol25 structures with the same formula, charge and spin: 0.00 kcal/mol
LUMO energy: -0.084 eV
SMILES string: Oc1ccccc1-c1nc(NCc2cccnc2)c2ccccc2n1
E_HOMO: -8.0 eV

---

# 2
The following is a quantum chemistry calculation of a molecular structure, C20H16N6ORhSe in a non-equilibrium geometry, from OMol25.

The geometry in ORCA input format:
```
! wB97M-V def2-TZVPD RIJCOSX def2/J DEFGRID3
* xyz 3 5
Rh -0.8076 -0.0704 0.3422
C -4.5834 2.1874 1.1286
C -3.4577 1.5905 0.3582
O -2.4700 1.1279 0.9646
N -3.5428 1.6170 -0.9738
C -2.4325 1.3408 -1.8702
C -2.2918 -0.1071 -2.3107
C -2.6098 -0.5142 -3.5987
C -2.4160 -1.8399 -3.9593
C -2.0071 -2.7495 -2.9962
C -1.7026 -2.2731 -1.7290
N -1.7913 -0.9808 -1.4264
H -4.2740 2.3460 2.1589
H -5.4485 1.5235 1.1374
H -4.8837 3.1359 0.6847
H -4.4047 1.9452 -1.3963
H -1.5067 1.6408 -1.3355
H -2.5587 1.9726 -2.7505
H -2.9814 0.2015 -4.3143
H -2.5764 -2.1588 -4.9796
H -1.8989 -3.7998 -3.2188
H -1.3944 -2.9561 -0.9454
Se 6.7292 -0.3845 2.4100
N 5.8178 0.5549 1.2329
C 4.5483 0.2538 1.2787
C 3.5141 0.8447 0.4749
C 3.7608 1.8447 -0.4745
C 2.6926 2.3994 -1.1507
C 1.4110 1.9222 -0.8929
N 1.1728 0.9368 -0.0359
C 2.1859 0.4007 0.6650
C 1.8670 -0.6371 1.6340
N 0.5848 -1.0222 1.7557
C 0.2404 -1.9357 2.6529
C 1.1739 -2.5587 3.4809
C 2.5035 -2.2004 3.3690
C 2.8724 -1.2176 2.4394
C 4.2270 -0.7694 2.2685
N 5.2641 -1.1985 2.9373
H 4.7727 2.1751 -0.6544
H 2.8386 3.1945 -1.8669
H 0.5623 2.3650 -1.3992
H -0.8121 -2.1861 2.7259
H 0.8486 -3.3043 4.1936
H 3.2644 -2.6568 3.9859
*
```

Calculated values
LUMO energy (alpha / beta): -9.644 / -13.678 eV
E_HOMO (alpha / beta): -17.0 / -17.0 eV
Expectation value of S²: 6.008

---

Number 1: molecular weight 328.38 g mol⁻¹. Number 2: molecular weight 538.26 g mol⁻¹.